# 1
DFT (wB97M-V/def2-TZVPD) results for a cluster of 15 separate species, C78H197N11O26 in total at a distorted geometry.

HOMO-LUMO gap (hartree): 0.32134
E_HOMO (eV): -8.21
Net charge: 0

Element x y z (Å)
H: -0.80 -4.03 0.46
H: -4.18 -4.94 6.62
H: -0.11 -2.05 1.75
C: 2.53 2.08 -2.52
H: -4.62 -2.18 5.47
H: 1.25 -2.62 -6.04
C: 0.46 -7.92 -3.33
C: 1.16 -3.15 4.47
H: -6.30 -2.53 7.20
N: -4.80 -3.26 -1.63
H: 1.18 -4.39 -1.02
C: 1.48 0.65 2.78
C: -0.66 0.70 -1.83
N: 1.98 -3.55 0.74
H: 7.26 3.51 -6.90
H: 3.55 -1.44 -3.34
H: 6.21 -6.01 2.56
H: -1.01 -7.14 1.61
H: 5.31 3.14 -4.58
H: 1.32 0.54 7.63
O: -4.55 1.72 -0.90
H: -7.65 0.61 -1.32
H: -2.39 -2.15 3.50
H: -6.75 -5.73 -2.85
H: -3.80 0.71 1.04
C: -0.95 -6.33 2.36
H: 8.48 3.03 -5.75
H: -2.89 -4.05 5.83
H: 7.09 -4.54 3.11
H: 3.24 1.65 -3.25
O: 1.21 1.70 -2.75
H: -2.36 2.93 -1.76
H: 8.00 -0.31 -0.67
H: -1.48 -0.75 8.85
H: 8.10 1.95 -0.36
C: 0.90 6.81 -2.59
O: 7.63 0.16 -3.44
O: -4.96 0.83 2.80
C: 0.68 1.34 3.87
C: 6.17 -4.91 2.63
H: 0.61 -4.94 -5.63
H: -6.76 0.88 1.46
H: -3.61 -1.58 -0.79
H: -7.20 -3.00 2.65
O: 0.00 -5.30 1.95
H: -4.95 -1.34 -1.91
H: -0.01 -8.62 -3.98
N: -1.97 2.79 1.76
N: -6.94 1.23 0.55
H: 5.00 3.64 -0.21
C: -2.86 -0.42 7.19
C: -7.08 -1.06 -0.04
H: 1.56 2.15 8.39
H: 7.40 0.45 2.25
C: -0.10 -4.90 0.60
H: -8.04 2.82 -0.33
H: -4.12 3.16 1.34
C: 0.71 -3.76 5.86
H: -0.55 -6.76 3.26
H: -5.12 -1.21 -4.25
C: 3.92 -5.20 2.99
H: 3.52 0.10 -5.77
N: 7.08 0.03 -0.24
H: 5.21 4.52 -5.74
H: -3.62 -3.33 7.31
H: -5.88 3.80 0.44
H: 1.32 1.94 -7.68
C: -7.63 2.50 0.61
H: 5.26 0.67 -1.06
H: -4.11 -3.99 0.15
H: -5.86 6.24 0.89
H: 4.66 1.05 2.07
H: 6.64 -1.68 -3.67
H: -1.84 0.97 8.41
H: -0.77 -4.94 7.37
C: 3.31 -3.27 0.23
H: 5.67 6.15 -3.92
H: 2.88 0.35 -7.45
O: -1.53 5.58 -6.09
H: 4.13 5.42 -3.79
O: 2.55 -2.32 -1.73
C: -4.94 -3.25 5.61
H: -6.52 5.80 2.51
C: 1.95 2.59 -6.99
H: 0.58 2.12 -4.89
H: 4.35 1.20 -6.95
H: 2.64 3.16 -2.58
C: 2.69 -1.34 -2.66
H: -3.23 4.09 -2.81
C: -1.23 -6.23 -3.51
H: -5.41 1.62 -0.36
C: 9.77 0.35 2.98
H: -4.42 -6.42 -0.21
H: 3.16 -1.14 -0.17
O: -0.69 -1.86 -5.95
C: -2.47 6.16 -6.92
H: 6.11 -4.34 1.74
C: -6.01 -6.51 -2.83
H: -4.60 -3.58 -2.59
C: -1.68 -0.03 8.05
C: -0.51 7.01 -2.99
H: 3.74 -4.14 -0.30
H: -3.62 3.15 2.98
H: 1.07 -2.05 4.69
H: -2.60 -1.32 6.59
O: 0.70 3.85 1.35
H: -0.11 2.66 -1.40
C: -7.12 -2.87 1.53
H: 1.86 -5.52 0.21
C: -3.04 -1.84 -2.75
C: -4.05 -4.38 -0.89
H: -0.36 -0.63 -4.42
C: 7.42 3.18 -5.84
H: -0.38 4.56 2.97
C: 3.34 0.82 -6.57
H: 7.97 -1.23 -4.80
C: 7.48 1.36 0.32
H: 2.12 4.38 2.81
H: -4.53 -2.01 -5.74
H: 0.52 -0.80 -0.13
H: -0.65 4.05 -3.96
C: 6.67 0.90 -2.67
C: -5.72 3.06 -2.63
H: -4.34 -4.54 4.31
H: -5.03 -1.15 1.92
H: 1.45 6.39 -4.58
H: 1.57 4.30 -5.74
C: -0.55 -1.05 -0.16
H: 3.46 0.84 0.79
N: 1.26 0.92 5.18
H: -2.00 -6.02 2.54
C: 3.39 -2.11 -0.67
H: 1.38 3.02 6.01
H: -1.52 -3.43 2.64
C: -3.27 3.11 -2.39
H: 6.42 4.20 -2.50
H: -3.29 -3.13 2.48
C: -6.79 3.65 1.06
C: -4.24 -1.48 -4.84
C: -7.69 0.29 -0.25
H: 3.43 -0.41 7.82
H: 1.12 1.47 -0.77
H: 3.81 -4.77 1.99
H: 1.05 0.89 1.81
H: 4.86 5.09 0.73
H: -2.72 5.59 -7.81
C: -3.45 2.64 2.05
C: -1.72 4.12 1.29
C: 2.79 -4.90 3.93
H: 7.14 1.78 -2.37
C: 0.39 1.70 -1.58
C: -6.79 5.95 1.46
O: -5.08 -3.91 4.36
N: -1.40 -4.66 -5.30
H: -0.16 -0.07 -2.45
H: 2.26 0.86 5.00
H: 0.71 5.98 -0.45
H: 2.71 3.54 1.34
O: 1.74 6.34 -3.68
H: -0.81 -0.40 1.83
O: 6.77 4.50 0.27
H: -6.68 -4.19 6.70
H: -8.53 2.57 1.24
H: 9.09 -0.45 3.40
O: -3.49 -2.40 -4.02
H: -3.33 6.43 -6.32
H: -0.37 1.10 3.91
H: 2.20 5.87 -1.29
H: -2.16 -4.05 -5.54
H: -1.84 3.73 -6.75
H: 2.77 -0.38 -2.17
O: 7.04 4.14 -4.88
H: -1.77 2.06 1.06
H: 3.98 -3.06 1.04
C: -5.11 -0.56 2.91
H: -6.73 3.18 -2.24
H: 0.42 -0.17 -5.97
C: 3.66 0.60 1.85
H: 1.89 -1.22 -3.34
H: 6.28 -0.49 -4.85
H: 1.49 -3.77 6.59
O: 3.09 1.51 7.26
H: -5.48 3.87 -3.33
H: 3.52 0.73 9.23
O: -7.52 4.88 0.91
C: 1.27 -4.63 0.02
H: 3.07 -5.51 4.81
H: 0.57 -5.99 7.30
H: -6.51 3.55 2.07
C: -0.47 -0.58 -5.50
H: -7.12 -2.68 5.72
H: -5.86 -5.51 -0.68
H: -7.74 -3.60 0.98
C: -2.32 -2.71 2.54
H: -3.60 1.57 6.85
H: 10.74 -0.12 2.89
H: -0.75 -0.05 7.46
C: 2.01 4.28 1.75
C: -3.73 1.13 2.07
H: 1.50 -0.43 2.87
H: -2.80 -0.80 -2.86
C: 1.13 5.80 -1.45
C: 1.74 1.58 7.50
C: 6.17 0.16 -1.42
H: -1.35 0.08 -5.68
N: 2.53 -3.48 3.99
O: 5.13 -4.63 3.50
C: 5.42 4.60 -0.08
H: -4.70 3.89 -0.93
H: 7.11 6.53 0.45
H: 4.75 0.73 7.98
H: -1.78 -6.81 -4.21
H: -2.04 7.11 -7.21
C: -3.88 -3.89 6.37
H: -0.62 -2.02 -0.84
H: -0.38 -5.76 0.02
C: -4.13 -1.93 -1.68
C: -1.31 -4.81 -3.85
H: -2.85 0.65 2.61
C: 3.70 0.59 8.13
H: -1.53 -6.41 -2.49
C: 5.17 5.17 -3.73
H: -3.98 -0.35 8.84
H: -7.30 -1.89 -0.76
H: 0.14 -8.32 -2.33
H: -2.16 -2.41 -2.40
H: 9.92 1.08 3.75
H: -0.32 -4.21 -7.04
H: -4.20 -0.84 3.50
H: 0.93 4.81 -1.76
H: 2.35 5.22 1.33
H: 8.12 2.12 2.15
H: 8.42 5.48 0.86
O: 9.43 0.63 1.68
H: -2.31 -4.30 -3.52
C: -6.36 -3.20 6.34
H: -2.60 0.87 5.41
C: 8.10 1.16 1.68
C: -0.97 3.46 -4.83
H: 5.86 -0.87 -1.58
N: 0.03 2.67 -5.51
H: -1.67 2.81 -4.41
H: 6.95 2.16 -5.68
H: 0.51 -2.65 -4.44
O: -4.75 -6.12 -2.31
H: -3.64 -0.61 -5.05
C: -3.35 0.72 6.22
H: 5.75 6.35 -1.46
H: -0.53 -4.21 -3.41
H: -1.23 7.23 -2.16
H: 1.33 7.76 -2.26
N: -1.26 0.18 -0.58
H: 2.71 3.13 -7.59
H: 2.03 -3.83 1.69
H: 0.35 3.91 -7.06
C: 1.01 2.00 6.23
C: -0.37 4.63 1.85
H: 5.80 1.11 -3.26
H: -1.47 1.10 -2.42
H: -0.07 2.06 6.43
O: -2.15 -1.90 1.37
H: -6.09 -3.02 1.17
H: 3.22 -3.03 4.59
C: -0.82 -1.35 1.28
H: -7.44 6.80 1.47
O: 0.26 -5.05 5.57
H: -1.73 4.21 0.18
H: -0.94 6.16 -3.47
C: 0.31 -2.79 -5.54
H: -5.78 -6.95 -3.79
H: -6.00 -0.79 0.02
H: 2.86 1.64 -1.58
C: -0.17 -4.23 -5.92
O: 2.59 1.75 -6.04
H: -2.21 -0.04 -0.84
H: 4.42 -2.02 -0.94
H: -2.49 4.73 1.80
H: 3.77 -0.49 1.96
H: -5.68 2.19 -3.26
H: -8.77 0.23 0.02
H: 6.57 1.99 0.49
C: 7.33 5.64 0.97
H: -5.96 -0.89 3.48
C: -0.24 -5.62 6.72
H: 6.93 5.58 1.97
H: -0.65 7.85 -3.67
H: -3.04 -4.47 -1.21
C: 7.08 -0.87 -4.25
H: -6.46 -7.36 -2.26
C: -4.83 -5.68 -0.97
C: -4.53 3.00 -1.58
H: 4.12 -6.25 2.91
H: -0.14 -3.25 6.31
C: 0.96 3.53 -6.24
O: 0.13 -6.57 -3.50
H: 0.88 2.39 3.61
N: 5.47 4.55 -2.48
H: -3.36 2.33 -3.15
C: 5.23 5.39 -1.34
O: -7.55 -1.51 1.25
H: -0.28 5.71 1.61
O: -3.98 -0.82 8.02
H: -2.92 4.36 -5.34
H: -4.34 0.44 5.74
O: 2.80 1.14 2.82
C: 5.58 4.18 -4.78
H: 4.10 5.54 -1.43
H: -0.93 -6.43 6.49
H: 1.50 -7.91 -3.57
H: 0.41 -3.35 3.73
H: 1.76 -5.37 3.68
C: -1.93 4.29 -5.81



# 2
DFT (wB97M-V/def2-TZVPD) results for a cluster of 2 separate species, C4H4Cl5N in total at a distorted geometry.

HOMO-LUMO gap (hartree): 0.32234
E_HOMO (eV): -9.53
Net charge: 0

Element x y z (Å)
H: 1.41 0.71 -0.22
C: -0.43 0.00 0.09
N: -1.32 0.78 -0.20
Cl: -5.56 -0.46 0.41
C: 0.79 -0.05 -0.73
Cl: -3.80 0.22 -1.80
H: 0.64 0.54 -1.74
H: -2.82 0.25 1.70
Cl: -0.28 -0.85 1.65
Cl: -3.87 2.10 1.08
C: -3.92 -0.33 -0.09
C: -3.16 0.57 0.78
H: 1.41 -0.97 -0.83
Cl: -3.25 -2.03 -0.07



# 3
DFT (wB97M-V/def2-TZVPD) results for an isolated molecule of C3H4N2 at a distorted geometry.

HOMO-LUMO gap (hartree): 0.35916
SMILES string: [H]/N=C/N1C=C1
E_HOMO (eV): -8.71
Net charge: 0

Element x y z (Å)
H: -2.09 1.20 -0.55
N: 0.18 -0.70 0.61
H: 1.15 1.53 0.26
C: -1.01 -0.22 0.08
N: -1.14 1.00 -0.25
H: -1.84 -0.94 0.12
C: 1.41 -0.75 -0.09
C: 1.34 0.47 0.23
H: 2.00 -1.59 -0.41



# 4
DFT (wB97M-V/def2-TZVPD) results for a structure of composition C43H35OP3S2Tc.

HOMO-LUMO gap (spin up / spin down) (hartree): 0.24646 / 0.27623
Multiplicity: 2
<S²>: 0.766
E_HOMO (spin up / spin down) (eV): -13.31 / -13.78
Net charge: +2

Element x y z (Å)
C: -2.66 -3.58 -2.59
C: 2.43 2.17 1.40
C: 2.84 -2.82 -5.54
H: -0.70 -3.70 0.74
S: -0.35 -1.07 2.14
H: 2.00 -7.41 0.57
C: -1.71 4.16 -3.83
H: 4.74 -4.31 1.72
H: -0.76 -3.28 -3.54
H: 3.16 -4.93 -5.33
H: -1.89 0.15 4.11
C: -3.54 5.00 1.27
C: -1.43 3.99 4.25
C: -2.64 -3.73 -0.18
C: 1.90 -1.69 -3.64
C: 3.79 1.15 3.60
H: -3.17 -3.87 0.75
O: 1.20 -1.54 -0.70
C: -3.70 2.22 1.37
H: 0.71 -5.79 -0.76
C: 3.15 -3.71 0.42
H: 2.44 -0.71 -5.47
C: -1.28 -3.41 -2.60
C: -0.35 4.32 -4.09
C: -2.29 3.34 5.14
C: 1.79 1.32 2.28
H: 4.26 3.19 0.93
P: 1.17 -2.97 -1.32
H: -0.03 4.90 -4.95
C: -2.44 1.97 5.10
C: -2.81 2.84 0.50
H: 1.90 2.57 0.54
C: 2.40 -1.65 -4.93
C: 4.43 2.00 2.72
C: 2.80 -4.03 -4.85
C: -2.12 3.42 -2.74
C: -0.89 1.86 3.27
H: -2.44 4.61 -4.48
P: 0.05 0.93 2.06
C: -2.73 4.24 0.45
H: 1.65 3.86 -3.47
H: 4.01 -6.67 1.81
H: 4.32 0.75 4.45
H: -5.07 4.97 2.77
C: -3.34 -3.72 -1.38
C: 3.86 -4.63 1.17
C: -1.17 2.84 -1.90
S: -2.56 0.07 -1.05
H: -1.30 5.06 4.30
C: 0.60 3.73 -3.27
H: -3.49 6.08 1.23
C: 2.46 0.80 3.39
H: -2.04 4.73 -0.22
C: -1.26 -3.58 -0.18
H: 1.56 -0.78 -3.16
H: -4.41 -3.85 -1.38
C: -0.72 3.25 3.32
H: -3.18 3.31 -2.53
C: -4.43 4.37 2.14
C: -1.75 1.22 4.15
C: 3.76 2.52 1.62
H: 5.46 2.27 2.89
H: 3.23 -2.79 -6.55
H: -5.20 2.50 2.87
C: 1.86 -2.90 -2.95
H: 0.93 2.51 -1.53
P: -1.71 1.86 -0.51
C: 0.19 2.99 -2.17
H: -3.76 1.14 1.40
H: 1.96 0.14 4.08
H: -3.10 1.47 5.80
H: 3.47 -2.68 0.38
H: 2.31 -5.01 -3.02
C: -4.50 2.99 2.19
C: 1.60 -5.46 -0.23
C: 2.02 -4.13 -0.28
C: 2.32 -4.07 -3.56
Tc: -0.55 -0.73 -0.16
C: -0.39 1.08 0.36
H: -3.20 -3.60 -3.52
H: -0.03 3.75 2.65
H: -2.82 3.92 5.88
C: -0.58 -3.40 -1.40
C: 2.32 -6.37 0.53
C: 3.45 -5.96 1.22